1.
Below is a molecular structure, C52H47CoN6O3P2S at a distorted geometry, with properties calculated with wB97M-V/def2-TZVPD.

XYZ file:
```
112
Properties=species:S:1:pos:R:3:forces:R:3:lowdin_charge:R:1
Co -14.74026 13.83745 10.57022 -1.0 -1.1 0.0 0.497
O -15.45262 16.18550 12.22759 -0.4 -1.1 -0.7 -0.038
C -16.36030 17.04916 11.62548 -0.2 0.5 -0.5 -0.219
C -16.79131 18.20064 12.31761 0.4 -0.8 -0.4 -0.021
C -17.74774 19.02495 11.77026 0.0 0.0 -0.7 -0.053
C -18.23815 18.75673 10.49494 0.2 -0.1 0.1 -0.059
C -17.70914 17.70708 9.75729 -0.4 0.3 0.0 -0.076
C -16.72900 16.84908 10.25847 -0.1 -0.1 1.1 -0.260
P -16.10767 15.50029 9.17343 0.2 0.1 0.0 1.110
C -17.52339 15.10646 8.09086 -0.5 -0.7 0.6 -0.368
C -18.49855 14.22841 8.62161 0.6 0.1 -0.1 -0.088
C -19.60249 13.89269 7.85603 0.1 0.0 0.7 -0.074
C -19.78990 14.41982 6.58165 -0.4 -0.6 0.3 -0.074
C -18.81812 15.22609 6.05702 0.9 0.7 -0.3 -0.077
C -17.68178 15.58568 6.79486 0.3 0.0 -0.1 -0.085
C -14.97580 16.30489 7.99604 0.5 0.0 -0.4 -0.381
C -14.57694 17.64044 8.05565 -0.2 -0.1 0.0 -0.078
C -13.62728 18.12542 7.15558 0.1 0.8 0.8 -0.084
C -13.02011 17.29838 6.24241 -0.3 -0.1 -0.3 -0.091
C -13.48580 16.00341 6.09767 -0.4 -0.6 0.6 -0.080
C -14.43870 15.48471 6.97355 -0.2 0.0 0.2 -0.105
C -15.54706 15.68888 13.52159 0.7 0.8 0.7 -0.225
C -16.25891 16.32601 14.53692 0.1 0.3 0.5 -0.023
C -15.80158 16.31122 15.85681 -0.1 -0.7 -0.4 -0.042
C -14.70649 15.52114 16.17080 0.6 0.0 1.6 -0.077
C -14.18508 14.65651 15.22861 -0.2 -0.1 0.4 -0.109
C -14.60931 14.71164 13.90683 0.0 -0.5 -0.3 -0.292
P -14.05816 13.35568 12.82471 0.3 0.2 0.3 1.110
C -14.74939 11.81104 13.49480 -0.3 0.2 -0.2 -0.350
C -14.41120 10.62448 12.83085 0.3 -0.5 0.7 -0.115
C -14.73647 9.39533 13.42045 -0.9 0.3 0.2 -0.052
C -15.56532 9.34213 14.56570 1.0 0.5 -0.7 -0.061
C -15.99962 10.53503 15.11504 -0.3 0.3 -0.3 -0.066
C -15.60722 11.77299 14.58352 0.2 -0.8 0.4 -0.064
C -12.26815 13.24938 13.22753 -0.6 -0.8 0.6 -0.346
C -11.55830 12.04623 13.33458 0.3 0.1 -0.8 -0.053
C -10.15307 12.07049 13.29062 -1.3 -1.6 0.6 -0.080
C -9.46768 13.24048 13.39942 -0.1 0.5 -0.5 -0.097
C -10.19053 14.41621 13.45835 0.0 0.7 0.7 -0.072
C -11.58832 14.42563 13.43738 1.2 0.9 -0.6 -0.115
H -16.34489 18.43278 13.26893 0.0 0.0 0.1 0.113
H -18.07867 19.89466 12.30526 -0.1 0.2 0.2 0.111
H -19.00695 19.36844 10.04393 0.0 0.1 0.1 0.111
H -18.13935 17.53446 8.77377 0.3 0.0 0.0 0.112
H -18.35219 13.75385 9.61152 -0.1 0.5 -0.7 0.089
H -20.27372 13.19371 8.33241 -0.4 0.0 -0.3 0.108
H -20.65941 14.14709 5.98567 0.2 0.0 0.2 0.115
H -18.89696 15.58374 5.04108 -0.1 0.1 -0.1 0.108
H -16.88620 16.19561 6.34086 -0.6 -0.2 0.2 0.111
H -15.00992 18.32300 8.79059 0.1 -0.3 -0.2 0.109
H -13.32989 19.17700 7.22516 -0.1 -0.4 0.0 0.114
H -12.23711 17.66598 5.60550 0.1 0.2 -0.3 0.103
H -13.13240 15.36961 5.30769 0.3 -0.2 -0.2 0.102
H -14.79359 14.44045 6.84147 0.2 0.7 0.2 0.105
H -17.12105 16.92230 14.34026 -0.3 0.3 -0.3 0.097
H -16.32067 16.88349 16.62316 0.1 -0.1 -0.2 0.118
H -14.26908 15.50849 17.19717 -0.6 0.1 -0.9 0.126
H -13.45118 13.90550 15.54333 -0.3 0.3 -0.2 0.129
H -13.80008 10.68757 11.93085 -0.2 -0.2 0.1 0.096
H -14.46014 8.44982 12.98050 0.3 0.0 -0.2 0.102
H -15.79067 8.39101 15.03825 -0.1 0.1 -0.2 0.108
H -16.70044 10.51304 15.93482 0.0 0.1 0.2 0.105
H -15.92136 12.66951 15.08977 -0.1 0.2 0.0 0.101
H -12.08799 11.09749 13.42847 0.2 0.3 -0.4 0.096
H -9.63314 11.11792 13.24645 0.0 0.1 0.2 0.110
H -8.39743 13.22685 13.44661 0.4 0.2 -0.1 0.105
H -9.62248 15.32855 13.61434 -0.3 0.1 0.0 0.108
H -12.12082 15.36802 13.56003 0.2 -0.2 -0.2 0.106
N -11.07914 15.28010 9.21480 -0.5 -1.3 0.0 0.132
C -11.27175 16.44791 9.90455 -1.3 -0.5 0.6 -0.046
C -12.44853 16.25147 10.60194 0.0 0.3 0.1 -0.103
N -12.99563 15.00209 10.36435 2.3 0.6 -1.4 0.032
C -12.10551 14.43729 9.52367 -0.6 -0.1 0.2 -0.235
C -12.37782 13.06737 9.07445 0.0 -1.3 -0.3 -0.209
N -13.44913 12.43133 9.57041 0.5 1.0 -1.1 0.054
C -13.54583 11.21875 8.93214 0.9 -0.1 0.0 -0.081
C -12.45042 11.06852 8.09568 -0.6 -0.3 0.4 -0.053
N -11.72557 12.22537 8.18448 -1.0 1.3 1.2 0.121
H -10.28890 14.99461 8.64993 -0.1 0.4 0.2 0.169
H -10.61294 17.28865 9.84886 0.1 0.1 0.0 0.119
H -12.93454 16.94534 11.27343 0.0 0.0 -0.1 0.115
H -14.34042 10.52064 9.18507 0.2 0.3 -0.2 0.115
H -12.10027 10.24338 7.48008 -0.3 0.3 0.2 0.126
H -10.88225 12.42917 7.69111 0.3 0.0 -0.2 0.153
C -18.30824 8.76760 8.48750 0.1 -0.2 1.1 -0.079
N -17.58377 9.98500 8.20958 0.2 0.3 -0.6 -0.037
C -16.84578 10.21310 7.11561 0.8 -0.5 -0.4 -0.916
S -16.62420 11.69962 6.38008 -0.1 0.6 0.3 0.567
N -16.18943 9.14958 6.54462 0.2 -0.4 0.3 -0.065
C -15.67253 7.98962 7.29076 -0.2 0.1 0.1 -0.092
H -19.31243 9.02364 8.85557 0.3 -0.1 -0.2 0.094
H -17.80640 8.20187 9.29515 -0.3 0.0 -0.4 0.086
H -18.38988 8.15988 7.59254 0.0 0.0 -0.1 0.084
H -17.73093 10.78162 8.80760 -0.2 0.0 0.0 0.092
H -15.64317 9.43064 5.73357 -0.4 -0.1 0.4 0.091
H -16.31558 7.12235 7.19177 -0.3 -0.1 0.1 0.070
H -15.53952 8.18347 8.36573 -0.1 0.2 -0.3 0.083
H -14.71300 7.67296 6.89267 0.2 0.3 -0.2 0.077
O -17.34796 10.59732 10.99099 0.2 0.2 0.1 0.024
C -17.21147 11.79440 11.23424 0.4 -0.1 -0.7 -0.571
O -16.23219 12.51489 10.72529 -1.0 -0.2 0.7 -0.193
C -18.28530 12.43840 12.09271 -0.6 0.1 0.3 -0.132
C -19.29006 11.64309 12.70790 0.3 1.3 0.4 -0.001
C -20.19279 12.24160 13.60759 0.3 0.7 -0.8 -0.063
C -20.18000 13.63838 13.81847 1.1 -0.7 -0.6 -0.067
C -19.22920 14.41467 13.12979 -0.7 -0.2 0.7 -0.076
C -18.31075 13.82235 12.27722 0.5 -0.4 -0.1 -0.054
H -19.35205 10.58919 12.51070 0.2 -0.2 0.0 0.108
H -20.95411 11.64729 14.08862 0.0 -0.2 0.1 0.097
H -20.84442 14.10926 14.53143 -0.1 -0.1 -0.1 0.100
H -19.23312 15.47633 13.34014 0.2 0.1 -0.3 0.094
H -17.54071 14.38082 11.73228 -0.4 0.1 0.4 0.083
```
Forces are in eV/Å.

## Properties
2S+1: 4
⟨S²⟩: 3.7597
Net charge: +1
E_HOMO (spin up / spin down) in eV: -9.4 / -9.4
E_LUMO (spin up / spin down) in Ha: -0.0840 / -0.0834

---

2.
Below is a gas-phase ion, C3H6N5S (charge -1) at a distorted geometry, with properties calculated with wB97M-V/def2-TZVPD.

XYZ file:
```
15
Properties=species:S:1:pos:R:3:forces:R:3:lowdin_charge:R:1
C 0.43851 1.31014 -1.49268 1.6 -0.8 0.8 -0.802
C -0.75431 -1.42011 1.30447 -1.7 2.4 3.0 -0.147
C 0.71104 -1.15337 1.10992 -0.6 -0.2 -1.8 -0.387
N -0.77188 1.67514 -1.08310 1.2 -0.2 0.9 -0.077
N 0.58529 1.28403 -2.82147 -0.1 -0.3 1.1 -0.083
N -1.39490 1.89207 -2.21525 -1.6 0.1 -0.8 -0.180
N -0.62826 1.64369 -3.22716 -0.2 0.6 -1.2 -0.174
N 1.05411 0.26836 1.10587 1.6 0.6 -2.2 -0.401
S 1.83861 0.83188 -0.41227 -2.0 0.3 1.4 0.799
H -1.33028 -1.05725 0.51622 -0.7 0.7 -1.8 0.033
H -1.16804 -2.37800 1.52254 0.6 -1.2 0.1 0.044
H -1.21753 -0.75848 2.16066 1.1 -1.1 -1.0 0.101
H 1.26447 -1.58393 1.95672 0.3 -0.7 -0.8 0.087
H 0.86358 -1.52579 -0.02240 0.7 0.4 2.9 0.131
H 0.50960 0.97162 1.59791 -0.2 -0.5 -0.5 0.055
```
Forces are in eV/Å.

## Properties
Net charge: -1
E_HOMO in eV: -4.3
E_LUMO in Ha: 0.1280

---

3.
Below is 2 unconnected molecules or ions with the total composition C3H8N4 at a distorted geometry, with properties calculated with wB97M-V/def2-TZVPD.

XYZ file:
```
15
Properties=species:S:1:pos:R:3:forces:R:3:lowdin_charge:R:1
C 0.83556 -0.58536 -1.12868 0.7 0.9 -1.4 -0.359
C 1.77292 -1.71538 -1.17410 3.3 -1.0 1.4 -0.118
C -1.77587 1.79719 1.37752 -0.9 3.7 -1.5 -0.159
N -3.92415 -0.83518 1.68515 -0.4 0.5 0.0 0.174
N -3.08068 -0.08793 1.59542 -2.0 -2.0 0.2 -0.239
N 0.00192 -0.27285 -0.26835 -0.8 2.2 0.1 0.087
N -2.01633 0.42464 1.51109 2.1 0.0 0.4 -0.059
H 0.96895 0.18988 -1.95761 -0.4 -1.3 0.5 0.117
H 2.84703 -1.32454 -0.80013 -2.2 -0.6 -1.1 0.120
H 1.93940 -2.15408 -2.18033 -0.2 0.4 0.6 0.069
H 1.58303 -2.54309 -0.44045 -0.3 0.8 -0.7 0.077
H -1.43965 2.02570 0.29698 0.2 -0.5 1.8 0.082
H -2.71093 2.49417 1.42321 1.2 -1.4 0.4 0.095
H -1.06233 2.14922 2.16759 -0.5 -0.3 -1.0 0.078
H -0.05565 -0.62952 0.65966 0.0 -1.5 0.3 0.035
```
Forces are in eV/Å.

## Properties
E_HOMO in eV: -9.2
E_LUMO in Ha: 0.0346

---

4.
Below is a molecular structure, C21H53LiN4O10 at a distorted geometry, with properties calculated with wB97M-V/def2-TZVPD.

XYZ file:
```
89
Properties=species:S:1:pos:R:3:forces:R:3:lowdin_charge:R:1
Li -1.90918 -1.43938 -0.91074 0.2 -0.4 0.3 0.600
N 1.33405 -1.20856 0.67639 -1.7 0.2 -0.2 -0.589
O 0.08187 -1.20889 0.60354 -1.6 0.2 0.5 -0.080
O 1.87380 -1.55464 1.70377 1.0 -0.4 0.7 0.047
O 1.91757 -0.82239 -0.32776 1.8 0.4 -1.1 -0.010
C -5.33103 -1.72938 -0.91902 0.4 -0.8 1.1 -0.029
C -4.54982 -0.64343 -0.15203 -1.1 -1.5 0.3 -0.404
C -3.90445 -1.08905 1.18513 0.2 -1.7 -0.9 -0.128
O -3.08359 -2.25456 0.89858 -0.5 1.4 -2.0 -0.253
C -2.21496 -2.68772 1.89996 -0.7 0.5 1.4 -0.098
N -3.47980 -0.19585 -1.00753 0.5 0.2 0.5 -0.005
H -4.70315 -2.59575 -1.12704 0.6 0.4 -0.5 0.068
H -5.77725 -1.36393 -1.84391 -0.1 0.0 0.2 0.086
H -6.04226 -2.26474 -0.29002 -0.7 0.7 0.1 0.088
H -5.22016 0.18577 0.07420 -0.3 0.1 0.2 0.139
H -4.61822 -1.42608 1.93682 -0.3 0.5 0.1 0.140
H -3.27335 -0.27723 1.54675 0.0 0.0 0.3 0.095
H -1.47285 -3.36138 1.47154 -0.1 0.3 0.2 0.092
H -2.83267 -3.14754 2.67139 0.2 -0.7 0.1 0.098
H -1.80301 -1.81697 2.41005 0.8 -0.1 -0.2 0.083
H -3.11038 0.56228 -0.45177 0.6 0.6 -0.8 0.036
H -3.84514 0.12821 -1.89161 0.1 0.3 -0.1 0.103
C 0.46641 -1.75851 -3.95835 3.6 -2.3 -3.6 -0.101
C -0.60878 -1.97452 -3.02673 1.3 -0.1 1.0 -0.413
C -0.43152 -3.27894 -2.15194 0.1 1.4 -2.0 -0.163
O -1.69943 -3.36089 -1.59343 -1.9 -1.5 1.6 -0.258
C -2.13298 -4.62740 -1.00076 0.8 -0.1 -0.3 -0.041
N -0.51304 -0.75786 -2.25284 -1.9 1.9 1.6 -0.018
H 0.52784 -0.92336 -4.65610 -0.8 0.6 0.5 0.097
H 0.62445 -2.56904 -4.66980 -0.5 -0.6 -0.3 0.087
H 1.46158 -1.81645 -3.51746 0.0 0.5 0.7 0.102
H -1.56783 -2.03534 -3.54115 -0.2 -0.1 0.3 0.152
H 0.36633 -3.27166 -1.40933 0.1 0.4 0.1 0.136
H -0.16854 -4.03188 -2.89492 -0.4 -0.6 0.2 0.135
H -1.39895 -5.03917 -0.30813 0.3 0.4 0.2 0.092
H -2.23309 -5.42458 -1.73737 -0.1 0.3 -0.5 0.094
H -3.08147 -4.54254 -0.47042 0.1 0.6 -0.2 0.087
H -0.37033 -0.00916 -2.91555 -0.5 0.2 -0.1 0.082
H 0.30381 -0.63425 -1.67183 0.5 -1.0 0.3 0.038
C 5.43639 -2.23357 0.96067 2.8 -1.5 0.8 -0.267
C 5.02584 -2.96116 2.27978 -0.7 1.1 -0.6 -0.220
O 3.86331 -3.71336 2.08190 -0.6 -1.2 -0.5 -0.080
O 4.87770 -0.98931 0.73889 -1.3 0.3 0.4 -0.067
H 5.21667 -2.83342 0.07749 0.1 -0.7 0.2 0.128
H 6.51576 -2.08253 0.97644 0.2 -0.1 0.0 0.116
H 4.69531 -2.21775 3.00517 0.9 0.5 0.3 0.117
H 5.76985 -3.62430 2.72114 0.2 0.2 -0.3 0.121
H 3.20714 -3.10414 1.73565 -0.4 0.0 0.2 0.032
H 3.98990 -1.34080 0.63955 -1.1 1.5 -0.3 0.033
C 6.50622 -0.38305 -2.18129 0.4 -0.4 -0.1 -0.199
C 5.47251 0.72430 -2.05953 -0.9 0.4 -0.6 -0.249
O 4.18640 0.21292 -2.26785 -2.1 -1.1 -0.7 -0.098
O 6.36917 -1.25663 -3.34287 -0.3 1.1 1.1 -0.067
H 6.34443 -0.90984 -1.24086 0.2 -0.7 -0.2 0.084
H 7.54736 -0.06215 -2.21502 -0.1 0.5 0.2 0.118
H 5.38438 1.44686 -2.87085 1.5 0.5 0.0 0.120
H 5.41521 1.21302 -1.08692 1.1 0.1 0.0 0.120
H 3.73283 -0.17046 -1.51360 0.5 -0.2 0.5 0.042
H 5.59121 -0.91968 -3.79324 -0.3 -0.2 -0.2 0.061
C -0.00154 2.50529 3.32876 1.2 -1.6 -1.9 0.016
C -1.27134 2.96604 2.61542 -1.5 4.5 1.9 -0.431
C -1.39449 4.58469 2.71498 0.3 -0.4 0.4 -0.115
C -0.58166 5.37238 1.69590 -1.3 -1.5 -1.1 -0.123
C -1.15213 4.87072 0.29625 1.5 2.2 1.8 -0.127
C -1.17900 3.39094 0.10437 -0.4 0.6 -3.3 -0.454
N -1.57198 2.60029 1.21883 2.0 -1.1 1.5 0.104
O -1.47602 1.23891 1.04763 -1.1 1.3 0.1 0.072
C -2.13803 3.18216 -1.14934 -1.1 -1.5 1.0 0.021
C 0.25957 2.99169 -0.30508 0.7 0.0 -0.7 0.032
C -2.45300 2.48636 3.40062 -2.0 -1.2 0.5 -0.035
H -0.06906 1.42216 3.43060 0.2 -0.1 0.2 0.097
H 0.30468 2.91594 4.29089 -1.1 0.4 0.0 0.116
H 0.87255 2.68523 2.70291 0.1 0.0 -0.2 0.088
H -2.45539 4.83449 2.70133 -0.1 0.1 -0.4 0.118
H -1.08506 4.89114 3.71421 0.1 -0.4 0.2 0.126
H 0.47093 5.14462 1.86407 0.1 0.1 -0.4 0.111
H -0.73910 6.44996 1.74211 0.0 -0.1 0.2 0.123
H -0.45259 5.24366 -0.45185 -0.3 0.0 -0.3 0.128
H -2.09962 5.38452 0.13388 -0.2 -0.4 0.0 0.133
H -3.16810 3.37704 -0.85093 0.0 0.7 0.3 0.094
H -1.96080 3.74389 -2.06648 0.7 0.2 0.5 0.111
H -2.28077 2.13517 -1.41681 0.9 -0.2 -0.2 0.056
H 1.04858 3.45418 0.28794 -0.2 -0.5 0.7 0.105
H 0.39877 1.92749 -0.49531 0.2 -0.1 0.2 0.092
H 0.46624 3.47447 -1.26023 -0.4 -0.2 -0.2 0.113
H -3.40637 2.84958 3.01689 0.0 0.1 -0.5 0.097
H -2.54760 2.79454 4.44186 0.9 0.1 0.0 0.117
H -2.52489 1.39907 3.37364 0.1 -0.1 0.1 0.088
H -0.54088 1.15477 0.84754 1.0 -1.3 -0.5 0.097
```
Forces are in eV/Å.

## Properties
2S+1: 2
⟨S²⟩: 0.7543
Net charge: +1
E_HOMO (spin up / spin down) in eV: -10.9 / -10.9
E_LUMO (spin up / spin down) in Ha: -0.0888 / -0.2641

---

What is the formula in the fourth record? C21H53LiN4O10

---

Which formula does entry 1 have? C52H47CoN6O3P2S

---

Please write out number 3 again, unchanged.
Below is 2 unconnected molecules or ions with the total composition C3H8N4 at a distorted geometry, with properties calculated with wB97M-V/def2-TZVPD.

XYZ file:
```
15
Properties=species:S:1:pos:R:3:forces:R:3:lowdin_charge:R:1
C 0.83556 -0.58536 -1.12868 0.7 0.9 -1.4 -0.359
C 1.77292 -1.71538 -1.17410 3.3 -1.0 1.4 -0.118
C -1.77587 1.79719 1.37752 -0.9 3.7 -1.5 -0.159
N -3.92415 -0.83518 1.68515 -0.4 0.5 0.0 0.174
N -3.08068 -0.08793 1.59542 -2.0 -2.0 0.2 -0.239
N 0.00192 -0.27285 -0.26835 -0.8 2.2 0.1 0.087
N -2.01633 0.42464 1.51109 2.1 0.0 0.4 -0.059
H 0.96895 0.18988 -1.95761 -0.4 -1.3 0.5 0.117
H 2.84703 -1.32454 -0.80013 -2.2 -0.6 -1.1 0.120
H 1.93940 -2.15408 -2.18033 -0.2 0.4 0.6 0.069
H 1.58303 -2.54309 -0.44045 -0.3 0.8 -0.7 0.077
H -1.43965 2.02570 0.29698 0.2 -0.5 1.8 0.082
H -2.71093 2.49417 1.42321 1.2 -1.4 0.4 0.095
H -1.06233 2.14922 2.16759 -0.5 -0.3 -1.0 0.078
H -0.05565 -0.62952 0.65966 0.0 -1.5 0.3 0.035
```
Forces are in eV/Å.

## Properties
E_HOMO in eV: -9.2
E_LUMO in Ha: 0.0346